w) Entry from the Open Molecules 2025 dataset: 2 unconnected molecules or ions with the total composition C4H14N2O2 (ωB97M-V/def2-TZVPD).

Each atom is followed by the atoms it is bonded to, with distances in Å.
Atoms and positions in Å:
1 N -0.3662 1.0733 -2.2861  C2 1.462, H8 1.013, H9 1.010
2 C -0.5547 -0.3753 -2.2380  N1 1.462, C3 1.519, H10 1.089, H11 1.097
3 C 0.5027 -1.1284 -1.4488  C2 1.519, N4 1.482, H12 1.099, H13 1.094
4 N 0.5776 -0.7979 -0.0065  C3 1.482, C5 1.446, H14 1.020
5 C -0.6799 -0.9863 0.6810  N4 1.446, C6 1.552, H15 1.100, H16 1.094
6 C -0.4164 -0.9457 2.2097  C5 1.552, O7 1.440, H17 1.094, H18 1.092
7 O -0.6222 0.3865 2.7172  C6 1.440, H19 0.951
8 H -0.8117 1.4153 -3.1297  N1 1.013
9 H -0.7908 1.5721 -1.5169  N1 1.010
10 H -0.5312 -0.7492 -3.2607  C2 1.089
11 H -1.5148 -0.6090 -1.7616  C2 1.097
12 H 0.3177 -2.2120 -1.4640  C3 1.099
13 H 1.5091 -1.0578 -1.8728  C3 1.094
14 H 0.9374 0.1530 0.0781  N4 1.020
15 H -1.4899 -0.2487 0.5804  C5 1.100
16 H -1.0832 -1.9771 0.4522  C5 1.094
17 H -1.1126 -1.6157 2.7232  C6 1.094
18 H 0.5924 -1.2281 2.5179  C6 1.092
19 H 0.1700 0.8647 2.4958  O7 0.951
20 O 1.4137 2.0421 0.4312  H21 0.966, H22 0.952
21 H 0.8692 2.4931 -0.2264  O20 0.966
22 H 2.1547 2.6105 0.6141  O20 0.952

Calculated values
Gap between HOMO and LUMO in eV: 9.04
E_LUMO in eV: 0.6

x) Entry from the Open Molecules 2025 dataset: 2 unconnected molecules or ions with the total composition C4H14N2O2 (ωB97M-V/def2-TZVPD).

Each atom is followed by the atoms it is bonded to, with distances in Å.
Atoms and positions in Å:
1 C -0.3993 -1.8648 -1.1023  C2 1.542, H8 1.098, H9 1.090, H10 1.094
2 C -0.9660 -0.4980 -0.6668  C1 1.542, O3 1.449, C4 1.521, H11 1.103
3 O -2.2342 -0.8482 -0.0606  C2 1.449, H12 0.963
4 C -0.0055 0.3141 0.1881  C2 1.521, N5 1.474, C6 1.541, H13 1.103
5 N 0.6651 1.3354 -0.6367  C4 1.474, H14 1.002, H15 1.005
6 C -0.8022 1.0377 1.2910  C4 1.541, N7 1.485, H16 1.094, H17 1.107
7 N 0.1075 1.8081 2.1759  C6 1.485, H18 1.005, H19 1.016
8 H -0.6188 -2.6358 -0.3514  C1 1.098
9 H -0.9384 -2.2541 -1.9662  C1 1.090
10 H 0.6749 -1.8721 -1.3109  C1 1.094
11 H -1.1303 -0.0080 -1.6409  C2 1.103
12 H -2.7070 -0.0128 -0.1399  O3 0.963
13 H 0.7207 -0.3017 0.7450  C4 1.103
14 H 1.6404 1.4078 -0.4210  N5 1.002
15 H 0.1823 2.2123 -0.5444  N5 1.005
16 H -1.4045 0.3374 1.8768  C6 1.094
17 H -1.5932 1.7081 0.9027  C6 1.107
18 H 0.9578 1.2964 2.3332  N7 1.005
19 H -0.4117 1.9015 3.0442  N7 1.016
20 O 2.7325 -1.1077 -1.6389  H21 0.962, H22 0.963
21 H 2.3031 -0.4073 -1.1382  O20 0.962
22 H 3.2267 -1.5481 -0.9389  O20 0.963

Calculated values
Gap between HOMO and LUMO in eV: 10.12
E_LUMO in eV: 0.7

y) Entry from the Open Molecules 2025 dataset: 3 unconnected molecules or ions with the total composition C4H14N2O2 (ωB97M-V/def2-TZVPD).

Each atom is followed by the atoms it is bonded to, with distances in Å.
Atoms and positions in Å:
1 C -1.0712 0.3931 -1.4520  C2 1.527, H6 1.090, H7 1.089, H8 1.089
2 C -1.1264 0.7777 0.0245  C1 1.527, C3 1.528, N4 1.468, H9 1.098
3 C -0.8828 2.2718 0.2311  C2 1.528, H10 1.090, H11 1.090, H12 1.089
4 N -0.1045 -0.0053 0.7302  C2 1.468, O5 1.428, H13 1.184
5 O -0.2758 0.0723 2.1460  N4 1.428, H14 0.967
6 H -0.0763 0.5824 -1.8552  C1 1.090
7 H -1.3110 -0.6598 -1.5932  C1 1.089
8 H -1.7914 0.9851 -2.0146  C1 1.089
9 H -2.1102 0.5151 0.4344  C2 1.098
10 H -1.6397 2.8534 -0.2941  C3 1.090
11 H 0.0977 2.5500 -0.1562  C3 1.090
12 H -0.9371 2.5313 1.2875  C3 1.089
13 H -0.1479 -1.1614 0.4778  N4 1.184
14 H 0.3851 0.7083 2.4530  O5 0.967
15 C 0.3601 -2.6598 0.0426  O16 1.255, H17 1.103, H18 1.103
16 O 1.5221 -2.5040 -0.4049  C15 1.255
17 H -0.4581 -2.8875 -0.6613  C15 1.103
18 H 0.2270 -3.0756 1.0550  C15 1.103
19 N 2.3301 -0.4003 -0.1474  H20 1.269, H21 1.015, H22 1.013
20 H 1.2022 -0.0173 0.2913  N19 1.269
21 H 2.7384 -0.0822 -1.0207  N19 1.015
22 H 3.0697 -0.7874 0.4263  N19 1.013

Calculated values
Gap between HOMO and LUMO in eV: 7.61
E_LUMO in eV: 0.2

Stability, lowest: y)

w) Entry from the Open Molecules 2025 dataset: a gas-phase ion, C4H10N2O2 (charge +1) (ωB97M-V/def2-TZVPD).

Each atom is followed by the atoms it is bonded to, with distances in Å.
Atoms and positions in Å:
1 N 1.3841 -0.3598 -0.6582  C2 1.476, H9 1.042, H10 1.043
2 C 0.0774 -0.5919 -0.0130  N1 1.476, C3 1.545, C5 1.587, H11 1.103
3 C 0.0275 -1.2066 1.4038  C2 1.545, O4 1.439, H12 1.139, H13 1.101
4 O 0.6631 -2.4930 1.2982  C3 1.439, H14 0.996
5 C -0.4653 0.8879 0.1694  C2 1.587, N6 1.408, O8 1.215
6 N -0.8696 1.6070 -0.9721  C5 1.408, C7 1.453, H15 1.021
7 C -0.6118 1.1352 -2.3220  N6 1.453, H16 1.108, H17 1.120, H18 1.174
8 O -0.5112 1.4351 1.2537  C5 1.215
9 H 2.0296 0.2108 -0.0724  N1 1.042
10 H 1.8274 -1.3037 -0.6600  N1 1.043
11 H -0.4951 -1.0945 -0.8114  C2 1.103
12 H 0.6491 -0.5889 2.1313  C3 1.139
13 H -1.0158 -1.5506 1.4734  C3 1.101
14 H 0.9078 -2.8314 2.2027  O4 0.996
15 H -1.1806 2.5776 -0.9060  N6 1.021
16 H -0.7387 0.0345 -2.3479  C7 1.108
17 H 0.4836 1.3414 -2.4365  C7 1.120
18 H -1.4512 1.5900 -3.0044  C7 1.174

Calculated values
Net charge: +1
Gap between HOMO and LUMO (spin up / spin down) in eV: 10.31 / 5.09
Multiplicity: 2
E_LUMO (spin up / spin down) in eV: -3.7 / -8.9
<S²>: 0.774

x) Entry from the Open Molecules 2025 dataset: 2 unconnected molecules or ions with the total composition C4H10N2O2 (ωB97M-V/def2-TZVPD).

Each atom is followed by the atoms it is bonded to, with distances in Å.
Atoms and positions in Å:
1 C -1.1419 1.8789 -0.5800  C2 1.560, H7 1.097, H8 1.076, H9 1.091
2 C -2.1669 0.8466 -0.0158  C1 1.560, O3 1.226, N4 1.316
3 O -2.8192 1.2892 0.9226  C2 1.226
4 N -2.3258 -0.3616 -0.5135  C2 1.316, H5 1.009, H6 1.010
5 H -3.1374 -0.8700 -0.1949  N4 1.009
6 H -1.8084 -0.7658 -1.2815  N4 1.010
7 H -0.1928 1.3358 -0.4965  C1 1.097
8 H -1.0057 2.7939 -0.0306  C1 1.076
9 H -1.1552 2.1157 -1.6444  C1 1.091
10 C 1.7775 -0.5674 -0.6459  C11 1.508, H14 1.076, H15 1.094, H18 1.107
11 C 1.3077 -0.7278 0.7779  C10 1.508, O12 1.225, N13 1.398
12 O 0.3669 -0.2046 1.3630  C11 1.225
13 N 2.0083 -1.6695 1.5372  C11 1.398, H16 1.008, H17 1.013
14 H 2.3832 -1.3941 -0.9739  C10 1.076
15 H 2.2458 0.4015 -0.8435  C10 1.094
16 H 1.9903 -1.5957 2.5422  N13 1.008
17 H 2.8759 -2.0835 1.2184  N13 1.013
18 H 0.7977 -0.4218 -1.1409  C10 1.107

Calculated values
Net charge: +1
Gap between HOMO and LUMO (spin up / spin down) in eV: 9.81 / 4.79
Multiplicity: 2
E_LUMO (spin up / spin down) in eV: -3.7 / -8.7
<S²>: 0.755

y) Entry from the Open Molecules 2025 dataset: a gas-phase ion, C4H10N2O2 (charge +1) (ωB97M-V/def2-TZVPD).

Each atom is followed by the atoms it is bonded to, with distances in Å.
Atoms and positions in Å:
1 C -0.5062 -0.3915 0.7094  N2 1.461, C6 1.536, H9 1.098, H10 1.090
2 N -1.3944 -0.6230 -0.4270  C1 1.461, C3 1.378, H11 1.014
3 C -2.1088 0.4521 -0.9081  N2 1.378, O4 1.390, O5 1.192
4 O -1.7675 1.6651 -0.3203  C3 1.390, H12 0.965
5 O -2.8136 0.4625 -1.8697  C3 1.192
6 C 0.7944 0.3390 0.3449  C1 1.536, C7 1.611, N8 1.441, H13 1.094
7 C 1.5133 -0.3565 -0.9176  C6 1.611, H14 1.081, H15 1.113, H16 1.095
8 N 1.6368 -0.1324 1.4148  C6 1.441, H17 1.014, H18 1.037
9 H -0.9714 0.1828 1.5213  C1 1.098
10 H -0.3451 -1.3823 1.1338  C1 1.090
11 H -1.5235 -1.5558 -0.8039  N2 1.014
12 H -2.4944 2.0072 0.2135  O4 0.965
13 H 0.9202 1.4116 0.1679  C6 1.094
14 H 2.5117 0.0505 -0.9974  C7 1.081
15 H 0.7997 -0.0038 -1.6959  C7 1.113
16 H 1.4751 -1.4377 -0.7471  C7 1.095
17 H 2.3708 0.4460 1.8092  N8 1.014
18 H 1.9030 -1.1339 1.3719  N8 1.037

Calculated values
Net charge: +1
Gap between HOMO and LUMO (spin up / spin down) in eV: 10.59 / 5.69
Multiplicity: 2
E_LUMO (spin up / spin down) in eV: -3.4 / -8.3
<S²>: 0.755

Stability, lowest: w)

w) Entry from the Open Molecules 2025 dataset: a single C2H4BrNO2 molecule (ωB97M-V/def2-TZVPD).

Each atom is followed by the atoms it is bonded to, with distances in Å.
Atoms and positions in Å:
1 C 0.3437 1.1036 0.1241  C2 1.467, H7 1.138, H8 1.125, H9 1.188
2 C -0.3773 -0.1161 -0.2545  C1 1.467, Br3 1.995, N4 1.497, H10 1.325
3 Br -0.1269 -0.2241 -2.2311  C2 1.995
4 N -0.0672 -1.4396 0.3722  C2 1.497, O5 1.212, O6 1.215
5 O 0.3737 -1.4276 1.5013  N4 1.212
6 O -0.2658 -2.4016 -0.3434  N4 1.215
7 H -0.0690 2.1088 -0.2125  C1 1.138
8 H 1.3412 1.1465 -0.3952  C1 1.125
9 H 0.4821 1.2293 1.2972  C1 1.188
10 H -1.6345 0.0207 0.1418  C2 1.325

Calculated values
Gap between HOMO and LUMO in eV: 10.37
E_LUMO in eV: -0.3

x) Entry from the Open Molecules 2025 dataset: 2 unconnected molecules or ions with the total composition C2H4BrNO2 (ωB97M-V/def2-TZVPD).

Each atom is followed by the atoms it is bonded to, with distances in Å.
Atoms and positions in Å:
1 C -1.0100 0.6619 0.4327  C2 1.534, H7 1.171, H8 1.101, H9 1.025
2 C 0.3840 0.2863 -0.0866  C1 1.534, N3 1.520, Br6 1.872
3 N 0.6766 -1.2038 -0.0164  C2 1.520, O4 1.211, O5 1.205
4 O -0.2623 -1.8832 0.3337  N3 1.211
5 O 1.7837 -1.6008 -0.2789  N3 1.205
6 Br 1.9851 1.2503 0.0225  C2 1.872
7 H -1.3899 1.6661 -0.0352  C1 1.171
8 H -0.8272 0.7332 1.5162  C1 1.101
9 H -1.6287 -0.1091 0.1632  C1 1.025
10 H 0.2887 0.1991 -2.0512  no bonds

Calculated values
Gap between HOMO and LUMO (spin up / spin down) in eV: 8.52 / 8.33
E_LUMO (spin up / spin down) in eV: -1.5 / -1.3

Stability, lowest: x)